[1]
Density functional theory data (ωB97M-V with the def2-TZVPD basis set) for C15H28ILuN4O2Si as an isolated structure.

Structure (XYZ):
```
52
Properties=species:S:1:pos:R:3:mulliken_charge:R:1
C 0.31636 0.13875 -6.71331 0.813
I 0.32257 0.37459 -4.61556 -1.190
H -0.61019 -0.39242 -6.94320 -0.022
H 1.17667 -0.44938 -7.02905 -0.144
H 0.29732 1.10901 -7.21051 -0.152
C -1.15756 3.56905 0.29218 -0.624
C -2.21106 3.09669 -0.38919 -0.898
N -1.80329 1.89305 -0.95742 0.808
C -0.43570 1.79560 -0.83946 -0.742
N -0.10434 2.70705 0.09660 0.428
H -1.05543 4.48887 0.85547 0.447
H -3.18619 3.54207 -0.57337 0.368
C 1.84155 -3.49732 -0.29493 -0.495
C 0.66185 -1.61901 -0.81154 -1.303
N 1.66451 -2.14807 -0.04182 0.475
H 0.87992 -4.75941 -1.81931 0.439
N 0.32558 -2.66624 -1.64684 0.939
H 2.56683 -4.09090 0.23549 0.448
Lu -1.07793 -0.30597 -0.03476 2.387
C 0.45783 0.69440 -1.39146 0.120
O 1.60522 0.87129 -1.77677 -0.672
C 1.01076 -3.82149 -1.29903 -0.618
C -0.58703 -2.61439 -2.76585 -1.058
H -1.60941 -2.91721 -2.46263 0.301
H -0.21109 -3.26778 -3.57068 0.264
H -0.62341 -1.59100 -3.18360 -0.028
C 2.48452 -1.42217 0.89827 -0.914
H 3.48629 -1.86995 0.90122 0.413
H 2.07702 -1.47274 1.91561 0.151
H 2.56962 -0.35790 0.61728 0.167
C 1.18756 2.84497 0.74253 -0.960
H 1.48947 3.90410 0.70259 0.411
H 1.93154 2.21884 0.23584 0.239
H 1.10806 2.54333 1.80319 0.105
C -2.63336 1.17409 -1.92819 -1.251
H -2.02351 0.41338 -2.43969 0.192
H -3.01840 1.87338 -2.69786 0.422
H -3.48736 0.69694 -1.40265 0.260
C 1.42710 0.48096 4.01671 -1.053
Si -0.28187 -0.09778 3.47937 0.010
C -0.62974 -1.78667 4.21761 -1.187
C -1.54582 1.18765 4.02825 -1.107
O -0.41514 -0.21273 1.85258 -0.829
H 1.46800 0.56401 5.11505 0.402
H 1.68282 1.46896 3.61098 0.298
H 2.22036 -0.21733 3.71892 0.305
H -0.60718 -1.76759 5.31908 0.351
H -1.62212 -2.15512 3.90447 0.207
H 0.11457 -2.52767 3.88025 0.260
H -1.32504 2.16453 3.57112 0.220
H -2.55852 0.89642 3.70727 0.228
H -1.55324 1.31627 5.12074 0.366
```

Output
ΔE to the lowest compared entry with this formula, charge and spin: 0.0 kJ/mol
Kohn-Sham gap (spin up / spin down): 1.43 / 3.08 eV
Total charge: -2
E_HOMO (spin up / spin down): 0.0859 / 0.0466 Eh

---

[2]
Density functional theory data (ωB97M-V with the def2-TZVPD basis set) for C15H28MgN4O2 as an isolated structure.

Structure (XYZ):
```
50
Properties=species:S:1:pos:R:3:mulliken_charge:R:1
Mg -0.09432 -0.07263 0.35597 1.827
C -0.69032 1.29293 2.91347 -0.672
C -2.04180 1.02000 2.27604 -1.020
N -1.95156 1.11924 0.79098 -0.450
C -1.89902 2.50909 0.28697 -1.485
C -0.51300 2.91706 -0.17137 0.859
C -0.20114 4.23897 -0.43004 -1.054
C 1.09280 4.55037 -0.81192 -0.508
C 2.04473 3.54401 -0.89758 -0.999
C 1.65681 2.24916 -0.62552 0.651
C 2.62186 1.08627 -0.67742 -1.344
N 2.14174 -0.05570 0.13238 -0.291
C 2.60868 -0.04228 1.55066 -0.816
C 1.71998 0.80613 2.44930 -0.841
N 0.31373 0.30935 2.41931 -0.395
N 0.39450 1.93982 -0.29217 0.415
H -0.33487 2.28667 2.63560 0.350
H -0.77245 1.27599 3.99998 0.521
H -2.36925 0.00364 2.51078 0.412
H -2.79231 1.70370 2.67719 0.512
H -2.77392 0.67166 0.40521 0.320
H -2.59747 2.60585 -0.54572 0.518
H -2.23827 3.20713 1.05567 0.493
H -0.95284 5.01014 -0.32253 0.528
H 1.36610 5.57707 -1.01885 0.456
H 3.06996 3.76632 -1.16229 0.527
H 2.71612 0.74474 -1.70964 0.462
H 3.61436 1.41154 -0.35896 0.536
H 2.49912 -0.89706 -0.30180 0.228
H 2.60262 -1.07478 1.90221 0.325
H 3.63789 0.31677 1.61547 0.519
H 2.11891 0.81582 3.46414 0.567
H 1.70126 1.83915 2.10063 0.367
H 0.26098 -0.52630 2.99587 0.331
C -1.84318 -0.53846 -2.00875 -0.852
O -1.23407 -1.09108 -0.82260 0.176
C -1.42072 -2.52489 -0.74075 -0.481
C -0.90201 -2.93373 0.60884 -0.849
O 0.43347 -2.41113 0.57199 -0.350
C 1.48864 -3.37032 0.73597 -1.016
H -2.83591 -0.96205 -2.14501 0.372
H -1.22519 -0.74865 -2.88036 0.270
H -1.93520 0.53861 -1.89233 0.206
H -0.77803 -2.97965 -1.49832 0.322
H -2.45340 -2.81479 -0.93834 0.572
H -0.96139 -4.01301 0.74817 0.564
H -1.42961 -2.45478 1.43821 0.141
H 1.30289 -4.23343 0.09639 0.447
H 1.56285 -3.68917 1.77572 0.313
H 2.42473 -2.91396 0.42676 0.317
```

Output
Kohn-Sham gap: 10.32 eV
Total charge: +2
E_HOMO: -0.5762 Eh

---

The evaluated max |F| for the records listed, in turn: 5.80 1.62 eV Å⁻¹.